Entry 1:
{"formula": "C24H30Br4N2O2Se2Si2TaTe", "method": "ωB97M-V with the def2-TZVPD basis set", "orbital_gap_ev": 5.23, "charge": 3, "e_above_lowest_kcal_mol": 11.5, "elements": ["O", "N", "H", "C", "C", "H", "H", "H", "H", "H", "Br", "H", "H", "C", "H", "C", "H", "C", "C", "C", "C", "H", "C", "C", "Se", "C", "C", "C", "H", "H", "Br", "H", "H", "C", "Br", "C", "H", "H", "C", "H", "H", "C", "C", "Si", "C", "H", "C", "Si", "N", "H", "H", "C", "Te", "H", "H", "Ta", "O", "Br", "Se", "H", "H", "H", "H", "C", "H", "C", "C", "H"], "xyz": [[-1.983, -0.012, 0.021], [-0.929, 2.386, 0.270], [-0.909, 1.340, 5.319], [-2.138, 4.420, 0.490], [-3.191, -1.102, 3.151], [3.222, -1.277, 6.635], [0.906, -0.949, 4.692], [-3.167, 0.493, 6.854], [-2.014, -2.733, 5.762], [-0.796, -1.596, 6.300], [-3.577, -5.762, -0.441], [-0.360, 4.367, -2.402], [3.480, 2.087, 3.126], [-0.766, 4.057, -1.448], [3.790, -3.477, -0.018], [-3.660, 0.119, 5.953], [-2.815, 5.028, 1.074], [-3.144, -3.959, -0.334], [-1.845, -3.599, 0.070], [4.565, -1.489, -0.277], [-1.558, -2.264, 0.132], [-4.366, -0.654, 6.267], [-4.096, -2.972, -0.644], [4.246, -0.127, -0.266], [0.756, 1.577, -1.679], [4.015, 1.239, 3.568], [-1.636, 4.871, -0.717], [-0.457, 2.841, -0.899], [1.496, -2.679, 0.514], [-1.912, 5.845, -1.099], [-0.516, -4.826, 0.549], [5.571, -1.807, -0.519], [1.782, 1.335, 6.897], [2.952, 0.210, 0.036], [-5.817, -3.447, -1.161], [2.308, 1.775, 6.047], [-2.422, -1.518, 2.495], [4.257, 0.511, 2.787], [-1.377, 1.000, 4.388], [1.941, -1.057, 3.255], [-3.906, -1.910, 3.336], [-3.764, -1.607, -0.563], [2.293, -1.984, 0.291], [-2.439, -0.557, 4.751], [3.872, -0.880, 5.852], [4.777, -0.509, 6.338], [-1.772, 3.164, 0.954], [3.022, 0.471, 4.941], [1.981, -0.679, 0.324], [-3.727, -0.308, 2.625], [-2.176, 2.762, 1.874], [1.564, -0.388, 4.031], [0.317, 1.063, 3.088], [-2.016, 1.822, 4.057], [3.109, 2.398, 6.453], [-0.176, 0.179, 0.532], [-0.349, -1.691, 0.530], [-4.952, -0.214, -0.923], [2.325, 1.999, 0.062], [1.621, 2.454, 5.531], [4.962, 1.631, 3.945], [4.162, -1.705, 5.198], [-0.700, -2.320, 4.675], [3.579, -2.417, -0.002], [-4.238, 0.935, 5.516], [-2.488, -1.298, -0.176], [-1.376, -1.910, 5.429], [4.984, 0.632, -0.488]], "mulliken_charge": [0.274, -0.032, 0.497, -0.869, -0.274, 0.360, 0.083, 0.366, 0.428, 0.381, -0.068, 0.538, 0.224, -0.673, 0.547, -1.053, 0.495, 0.382, -0.499, -0.354, 0.061, 0.360, 0.263, -0.706, -0.117, -0.717, -0.305, 0.510, 0.185, 0.475, -0.063, 0.506, 0.358, 0.279, -0.072, -1.032, -0.393, 0.143, -0.767, 0.288, 0.533, -0.238, -0.003, -0.069, -1.054, 0.382, -0.188, 0.003, 0.304, 0.314, 0.426, -0.275, -0.301, 0.556, 0.402, 0.967, 0.112, -0.050, 0.152, 0.357, 0.461, 0.357, 0.320, -0.749, 0.362, 0.411, -1.038, 0.538]}

***

Entry 2:
{"formula": "C24H30CoN5O3SSi", "method": "ωB97M-V with the def2-TZVPD basis set", "orbital_gap_ev": [6.50, 6.67], "charge": -1, "spin_multiplicity": 2, "elements": ["H", "C", "C", "N", "N", "C", "H", "O", "H", "C", "O", "H", "H", "C", "H", "H", "C", "H", "C", "H", "H", "H", "N", "H", "O", "H", "H", "H", "H", "H", "C", "C", "N", "S", "Co", "H", "H", "Si", "C", "C", "C", "H", "C", "C", "C", "H", "H", "H", "C", "H", "C", "C", "H", "C", "C", "C", "C", "H", "N", "C", "H", "H", "H", "H", "C"], "xyz": [[3.069, 3.252, 4.662], [-0.461, 0.828, -3.820], [3.871, -1.893, -4.691], [-1.123, -0.594, 1.920], [-1.183, -0.098, -1.939], [-3.788, 1.948, 0.511], [-2.448, 1.355, -4.597], [-2.264, -2.125, -0.163], [4.207, 2.378, 1.934], [-0.137, -1.575, 3.649], [-4.071, -2.088, -1.796], [3.431, -1.252, -0.094], [-1.551, 1.933, 2.882], [1.188, -0.395, -2.439], [-1.748, 4.125, -0.554], [3.166, 1.355, -0.014], [-1.384, 3.143, -0.879], [1.268, 0.564, 4.444], [1.636, 0.300, 1.058], [3.617, -2.933, -4.909], [3.619, -1.304, -5.575], [-0.181, 2.637, 2.029], [0.977, -0.208, -0.026], [1.403, -0.771, -4.527], [-2.265, -3.745, -1.992], [-1.921, -2.663, 4.343], [-1.685, 3.562, 2.197], [-4.578, -4.667, -0.738], [0.685, -1.797, 4.307], [0.278, 1.139, -4.538], [3.347, 1.730, 2.075], [2.764, 1.151, 0.970], [0.038, -0.748, 2.605], [-3.069, -2.907, -1.127], [-1.109, -0.286, 0.016], [-3.288, -4.610, 0.496], [4.525, 2.281, 4.487], [-1.895, 1.833, 0.391], [2.994, -1.110, -1.074], [1.884, -0.841, -3.558], [-2.019, -1.341, 2.547], [-4.292, 1.365, -0.264], [1.728, 0.723, 3.475], [-1.450, -1.984, 3.655], [-2.231, 0.318, -2.632], [-3.215, 0.147, -2.228], [-4.122, 2.989, 0.427], [4.954, -1.843, -4.561], [3.153, -1.386, -3.470], [-4.639, -3.442, 0.558], [-1.273, 2.559, 2.031], [-3.985, -4.020, -0.095], [-3.013, -1.409, 2.140], [1.707, -0.536, -1.138], [3.698, -1.503, -2.192], [3.437, 2.227, 4.559], [1.159, 0.106, 2.366], [4.682, -1.944, -2.067], [-0.088, 0.213, -2.679], [2.842, 1.535, 3.363], [-1.783, 2.946, -1.876], [3.191, 1.701, 5.483], [-4.135, 1.565, 1.475], [-0.295, 3.195, -0.966], [-1.830, 0.913, -3.836]], "mulliken_charge": [0.265, -0.227, -1.569, 1.044, 0.703, -1.278, 0.405, -0.744, 0.355, -0.297, -0.742, 0.516, 0.243, -0.386, 0.466, 0.538, -1.309, 0.472, 0.453, 0.283, 0.356, 0.194, -0.291, 0.579, -0.738, 0.396, 0.483, 0.355, 0.537, 0.590, -0.954, -0.073, -0.014, 1.101, 0.126, 0.285, 0.394, 0.684, -0.093, -0.311, -0.296, 0.326, -0.091, -1.291, -0.141, 0.390, 0.326, 0.381, 0.336, 0.258, -1.227, -1.059, 0.490, 0.637, -1.054, -1.613, -0.548, 0.342, -0.022, 0.366, 0.300, 0.364, 0.268, 0.259, -1.491]}

***

Entry 3:
{"formula": "C24H30F3IrN4OS", "method": "ωB97M-V with the def2-TZVPD basis set", "orbital_gap_ev": [5.45, 5.73], "charge": 3, "spin_multiplicity": 2, "e_above_lowest_kcal_mol": 0.0, "elements": ["N", "N", "H", "C", "H", "H", "C", "H", "H", "H", "H", "H", "C", "C", "H", "H", "C", "C", "C", "C", "H", "C", "H", "H", "H", "H", "H", "O", "C", "Ir", "H", "H", "S", "C", "C", "C", "H", "H", "C", "C", "H", "C", "C", "H", "F", "H", "C", "C", "N", "C", "H", "H", "H", "C", "N", "C", "H", "C", "F", "F", "H", "H", "C", "H"], "xyz": [[-0.426, -1.198, 1.965], [0.663, 2.019, 2.477], [2.331, 0.953, 5.114], [0.929, -0.978, 4.030], [-1.570, 4.508, 2.640], [-2.385, -1.450, 2.643], [1.186, 2.097, 3.707], [1.350, -1.999, -2.408], [-4.464, 1.822, -4.711], [-0.237, 1.513, -0.855], [1.356, -1.545, 4.864], [1.201, 3.126, 5.594], [3.917, -3.358, -1.283], [0.252, -1.938, 3.051], [0.193, -0.294, 4.457], [4.658, -4.157, -1.310], [-1.756, 0.587, 0.053], [-3.556, 1.032, -2.953], [-2.065, -0.872, -3.300], [-0.293, 2.871, 2.100], [3.216, 1.464, 3.676], [3.076, -3.363, -2.561], [-2.684, 1.215, 1.842], [2.483, -1.603, -3.712], [2.333, -4.157, -2.518], [-1.474, -1.678, -2.890], [-1.832, -1.497, -5.327], [2.373, -0.790, -0.346], [-2.232, 0.207, -1.112], [1.235, 0.271, 1.152], [-0.457, -2.558, 3.609], [5.037, -1.768, -0.244], [3.265, -0.811, -1.595], [-3.797, 1.072, -4.302], [-2.598, 0.113, -2.407], [-2.447, 0.269, 1.352], [3.709, -3.563, -3.426], [-0.612, 4.683, 4.926], [-2.304, -0.800, -4.649], [-0.246, 3.939, 4.235], [-1.776, 3.123, 0.568], [-0.745, 2.774, 0.669], [4.591, -2.005, -1.208], [-4.083, 1.690, -2.280], [-2.554, 1.404, -7.052], [3.289, -3.512, -0.403], [2.253, 1.083, 4.028], [-3.294, 0.348, -6.667], [1.961, -0.182, 3.350], [-1.711, -0.625, 2.384], [2.815, -0.732, 3.281], [-0.602, -1.845, 1.195], [5.341, -1.866, -1.987], [-3.155, 0.180, -5.166], [-0.583, 1.420, 0.098], [-0.789, 3.838, 2.964], [-1.548, -0.054, 3.298], [2.398, -2.002, -2.703], [-2.843, -0.714, -7.327], [-4.549, 0.574, -7.029], [1.001, -2.599, 2.610], [-3.396, -0.203, 1.095], [0.762, 3.060, 4.611], [-0.113, 3.462, 0.096]], "mulliken_charge": [-0.420, -0.408, 0.444, -0.579, 0.495, 0.557, 0.880, -0.073, 0.467, 0.417, 0.504, 0.493, -0.503, -0.975, 0.329, 0.433, 0.241, -0.380, -0.463, 0.909, 0.389, -0.683, 0.388, 0.499, 0.333, 0.578, 0.527, -0.972, 0.375, 2.959, 0.435, 0.394, 0.118, -0.917, -0.111, -1.154, 0.348, 0.485, -0.717, -0.496, 0.386, -1.172, -0.732, 0.552, -0.215, 0.186, -1.102, 0.866, -0.526, -0.779, 0.332, 0.247, 0.449, 0.345, -0.278, -0.959, 0.332, -0.211, -0.236, -0.217, 0.353, 0.595, -0.880, 0.517]}

***

Entry 4:
{"formula": "C24H30MoNO5Se", "method": "ωB97M-V with the def2-TZVPD basis set", "orbital_gap_ev": [3.00, 4.58], "charge": -1, "spin_multiplicity": 3, "e_above_lowest_kcal_mol": 0.0, "elements": ["C", "C", "H", "O", "C", "H", "H", "H", "C", "H", "H", "C", "C", "C", "N", "H", "Mo", "H", "H", "H", "H", "H", "H", "C", "H", "O", "C", "H", "H", "H", "C", "H", "H", "H", "C", "C", "H", "C", "C", "C", "H", "O", "C", "O", "H", "H", "H", "H", "C", "C", "H", "C", "H", "C", "C", "H", "H", "C", "C", "C", "Se", "O"], "xyz": [[2.141, 0.788, 4.363], [-0.460, -0.986, -4.578], [1.198, -1.846, 2.469], [-0.334, -2.324, -4.499], [-0.023, -0.821, -2.082], [-2.165, -0.523, -2.112], [-2.012, -2.292, 6.165], [0.842, 1.864, -3.309], [1.553, 0.285, 3.148], [-0.514, 1.493, -4.417], [0.812, -0.581, -1.403], [-1.467, 3.538, -1.073], [1.713, -0.577, -3.947], [-1.464, 0.196, -0.200], [0.009, 0.460, 6.327], [-0.374, -2.708, -6.551], [-0.133, -0.321, 4.652], [-0.923, -0.542, 0.403], [-1.331, 4.116, -0.153], [-1.153, 4.160, -1.923], [3.904, -0.327, -5.272], [-2.532, 3.309, -1.203], [2.393, 1.823, 4.566], [-2.330, -0.250, 5.248], [1.331, 0.867, 2.257], [-1.104, -0.451, -5.460], [1.462, -1.160, 3.273], [1.026, 3.158, -0.024], [-1.960, -2.762, -5.727], [2.998, -0.264, 6.146], [3.105, -0.885, -5.771], [-0.172, -1.912, -2.126], [-0.745, -4.064, -5.432], [1.143, 3.267, -1.788], [-0.894, -3.000, -5.629], [-1.687, -0.895, 3.114], [-2.429, 1.194, 3.500], [-2.164, 0.214, 3.890], [-0.642, 2.253, -1.049], [-1.492, -2.020, 3.988], [-2.790, 0.318, 6.054], [-0.962, 1.487, 0.171], [0.312, -0.255, -3.476], [2.630, -0.944, -3.230], [-1.636, -0.916, 2.033], [3.253, -1.956, -5.582], [-2.534, 0.154, 0.059], [2.157, -2.535, 4.939], [-1.055, 1.384, -2.290], [1.985, -1.522, 4.573], [-1.171, -3.012, 3.682], [0.088, 0.825, 7.468], [3.088, -0.687, -6.841], [-1.915, -1.629, 5.306], [2.429, -0.322, 5.218], [1.484, 1.724, -0.952], [-2.021, 1.758, -2.670], [-0.053, 1.248, -3.453], [-1.278, -0.027, -1.683], [0.844, 2.613, -0.959], [0.188, 1.285, 9.134], [1.830, -0.467, -5.286]], "mulliken_charge": [-0.751, -0.361, 0.606, -0.281, -1.752, 0.551, 0.403, 0.316, -0.181, 0.258, 0.276, -1.815, -0.259, -1.058, -0.686, 0.304, 0.872, 0.080, 0.396, 0.374, 0.309, 0.447, 0.391, -1.027, 0.244, -0.631, -0.805, 0.469, 0.307, 0.462, -0.782, 0.662, 0.259, 0.479, -0.771, -0.168, 0.386, -0.317, 1.484, -0.713, 0.472, -0.402, 3.056, -0.635, 0.276, 0.326, 0.361, 0.363, -0.027, -0.345, 0.388, 0.164, 0.251, -0.110, -0.493, 0.269, 0.597, -1.373, 0.554, -2.050, -0.346, -0.270]}

***

Number 1: maximum force 1.6 eV/Å. Number 2: maximum force 0.7 eV/Å. Number 3: maximum force 4.2 eV/Å. Number 4: maximum force 7.3 eV/Å.